A molecular structure, C4H5O2S2. Source: OMol25; level of theory: wB97M-V/def2-TZVPD.

Values from the calculation:
net charge: -1
ΔE to the lowest compared entry with this formula, charge and spin: 5.36 kJ/mol
E_tot: -29995.06646 eV
HOMO energy: -3.72 eV
frontier orbital gap: 6.809 eV

Cartesian coordinates (Å):
S -2.64035 0.67176 0.31310
S 0.83322 -2.24627 0.08229
O 1.87787 2.06570 -0.24222
O 2.16731 0.16192 0.85888
C -0.31505 -0.95490 -0.35420
C -0.84232 0.31276 0.46936
C 0.22751 0.44289 -0.63238
C 1.56371 0.94952 0.03844
H -0.70328 0.48866 1.55881
H -0.03066 1.05018 -1.50362
H -3.04421 -0.61706 -0.16063
H -0.92423 -1.43457 -1.14273
H 1.83048 -0.89060 0.71490